[1]
89
Properties=species:S:1:pos:R:3 method="wB97M-V/def2-TZVPD" e_homo_ev=-4.62 gap_ev=6.9 molar_mass_g_mol=967.2 total_charge=-1 de_lowest_kcal_mol=0.0 lumo_ev=2.234
Ti 0.1316 -0.7372 -2.7095
C -2.0889 -5.8695 1.8080
C -2.4092 -4.4382 1.3779
C -2.3420 -4.3796 -0.1469
C -3.8020 -4.0811 1.8971
N -1.4119 -3.5095 1.9845
C -0.4003 -3.9059 2.8449
C 0.2322 -2.7949 3.2491
N -0.3649 -1.7077 2.6517
B 0.0747 -0.3040 3.1921
N 1.5744 -0.0197 2.9280
C 2.1562 0.9703 3.6886
C 3.3501 1.2688 3.1538
N 3.5179 0.4545 2.0455
C 2.4178 -0.3385 1.9181
S 2.2222 -1.5895 0.7588
C 4.6581 0.5619 1.0849
C 4.1372 0.9953 -0.2865
C 5.4095 -0.7666 1.0201
C 5.6245 1.6353 1.5855
N -0.8418 0.8421 2.7315
C -2.0838 0.9549 3.3234
C -2.7490 1.9539 2.7281
N -1.9161 2.4770 1.7488
C -0.7173 1.8104 1.7794
S 0.6664 2.1839 0.8750
C -2.3001 3.5542 0.7988
C -3.7389 3.9900 1.0799
C -2.2407 3.0075 -0.6279
C -1.3892 4.7672 0.9854
C -1.3668 -2.1486 1.8603
S -2.3935 -1.1910 0.8584
H -2.8408 -6.5244 1.3681
H -2.1316 -5.9951 2.8911
H -1.1130 -6.1927 1.4432
H -3.0038 -5.1468 -0.5557
H -1.3286 -4.5658 -0.5012
H -2.6639 -3.4077 -0.5112
H -4.5288 -4.7886 1.4927
H -4.0836 -3.0743 1.5974
H -3.8258 -4.1474 2.9872
H -0.2020 -4.9321 3.0788
H 1.0796 -2.6752 3.9004
H -0.0455 -0.3693 4.3979
H 1.6472 1.3910 4.5376
H 4.0796 1.9905 3.4603
H 3.4891 0.2466 -0.7340
H 4.9888 1.1542 -0.9516
H 3.5815 1.9305 -0.1978
H 4.7767 -1.5590 0.6293
H 5.7660 -1.0494 2.0137
H 6.2744 -0.6520 0.3635
H 5.1524 2.6179 1.6226
H 6.4514 1.6903 0.8778
H 6.0394 1.3937 2.5659
H -2.3962 0.2753 4.0967
H -3.7466 2.3056 2.8950
H -4.4457 3.1705 0.9420
H -3.9945 4.7739 0.3669
H -3.8548 4.4026 2.0837
H -2.9031 2.1439 -0.7221
H -1.2345 2.6994 -0.9062
H -2.5773 3.7830 -1.3205
H -1.4794 5.1499 2.0050
H -1.6957 5.5539 0.2925
H -0.3512 4.5061 0.7951
S 2.3845 -0.7727 -3.4770
S 2.9519 -2.6848 -4.0868
S 2.2626 -3.7178 -2.4712
S 0.2620 -3.1675 -2.6201
F -0.6523 2.7942 -8.6513
C -0.3309 2.5668 -7.3717
C -0.4329 1.2952 -6.8398
F -0.8528 0.2828 -7.6051
C -0.0972 1.0916 -5.5157
F -0.2106 -0.1844 -5.0584
C 0.3433 2.0950 -4.6691
Se 0.7656 1.8188 -2.8282
C 0.4318 3.3586 -5.2412
F 0.8421 4.3989 -4.5075
C 0.1065 3.6016 -6.5635
F 0.2063 4.8365 -7.0710
Cl -2.4727 0.1645 -2.9982
C -1.7654 -1.4922 -3.1394
H -1.9518 -1.8672 -4.1388
H -2.1989 -2.1046 -2.3528
O -0.0175 -0.5146 -0.8245
H 0.7658 -0.8543 -0.2227
H -0.8355 -0.6890 -0.2372

---

[2]
76
Properties=species:S:1:pos:R:3 method="wB97M-V/def2-TZVPD" e_homo_ev=-7.93 gap_ev=8.5 molar_mass_g_mol=563.7 lumo_ev=0.536
C -4.7839 -1.4676 0.8909
C -4.1862 -0.6961 0.1897
C -3.4406 0.2387 -0.6468
Si -1.9471 0.8180 0.3624
C -2.6354 1.6964 1.8574
C -0.9942 2.0188 -0.7263
C -0.0493 1.3360 -1.6684
C -0.3914 0.4409 -2.6072
O -1.1200 -0.5653 0.7505
Si 0.3847 -0.5882 1.4437
C 0.7668 0.9784 2.3208
C 0.9519 1.9274 3.0328
C 1.7252 -0.9839 0.1690
S 3.1297 0.1721 0.2256
C 4.5007 -0.8878 0.7682
C 4.9846 -0.5696 2.1724
B 0.4322 -2.0536 2.8451
O -0.6691 -2.2741 3.6402
O 1.5882 -2.7942 2.9542
C 2.1601 -2.8694 4.2722
H -5.0597 -2.1104 1.6888
H -3.1539 -0.2172 -1.5938
H -4.0822 1.1067 -0.8211
H -1.9770 2.5349 2.0905
H -3.6135 2.1086 1.6094
H -2.6910 1.0431 2.7247
H -1.7640 2.5567 -1.3002
H -0.4885 2.7738 -0.1224
H 1.0019 1.5989 -1.5686
H -1.2507 0.5248 -3.2640
H 0.2758 -0.3979 -2.7772
H 1.1598 2.7044 3.7260
H 1.3287 -1.0499 -0.8410
H 2.1310 -1.9607 0.4310
H 4.1818 -1.9276 0.7220
H 5.3133 -0.7497 0.0559
H 5.4555 0.4083 2.2483
H 4.2067 -0.6717 2.9283
H 5.7723 -1.2890 2.4224
H -0.5168 -2.2745 4.5907
H 3.2272 -3.0207 4.1514
H 1.9745 -1.9455 4.8234
H 1.7086 -3.6894 4.8318
N 7.2456 2.2876 1.7180
C 7.9396 3.0567 2.5534
C 8.7399 4.1116 2.1413
C 8.8269 4.3813 0.7850
C 8.1115 3.5888 -0.0977
C 7.3382 2.5598 0.4186
H 7.8477 2.8126 3.6062
H 9.2797 4.7043 2.8668
H 9.4413 5.1953 0.4225
H 8.1490 3.7621 -1.1643
H 6.7604 1.9200 -0.2401
N -1.2169 0.1596 -6.2426
C 0.0510 0.4666 -5.9782
C 1.1347 -0.1510 -6.5851
C 0.8877 -1.1444 -7.5181
C -0.4270 -1.4765 -7.8042
C -1.4382 -0.7965 -7.1419
H 0.1999 1.2465 -5.2403
H 2.1439 0.1412 -6.3291
H 1.7052 -1.6519 -8.0139
H -0.6668 -2.2463 -8.5247
H -2.4794 -1.0265 -7.3399
N -9.3296 -1.0021 2.5965
C -10.2966 -1.9058 2.4576
C -10.3814 -2.7820 1.3862
C -9.4087 -2.7141 0.4013
C -8.3955 -1.7781 0.5289
C -8.4019 -0.9505 1.6427
H -11.0402 -1.9263 3.2471
H -11.1900 -3.4979 1.3279
H -9.4397 -3.3800 -0.4516
H -7.6137 -1.6886 -0.2127
H -7.6234 -0.2083 1.7816

---

[3]
75
Properties=species:S:1:pos:R:3 method="wB97M-V/def2-TZVPD" e_homo_ev="-6.57 / -8.53" gap_ev="5.5 / 5.5" molar_mass_g_mol=712.5 de_lowest_kcal_mol=0.0 multiplicity=3 lumo_ev="-1.055 / -3.018"
Pt -1.4376 1.9177 3.2088
C -0.2203 0.0606 4.7560
C 0.3225 0.7495 3.6297
C 0.6159 -0.1126 2.4193
C -0.3129 0.0047 1.1967
C -1.6965 0.4900 1.5375
C -2.4519 -0.2364 2.5056
C -1.9024 -1.3794 3.2886
C -1.1884 -1.0400 4.6818
C -3.1974 2.8575 3.1791
H 0.1241 0.3395 5.7548
H 1.0668 1.5474 3.8426
H 0.6610 -1.1657 2.7540
H 1.6315 0.1788 2.1173
H 0.1323 0.6811 0.4504
H -0.3908 -0.9588 0.6582
H -2.2696 0.9725 0.7257
H -3.5544 -0.1093 2.5185
H -1.2470 -2.0370 2.6930
H -2.7613 -2.0179 3.5579
H -2.0061 -0.8758 5.4244
H -0.7022 -1.9736 5.0467
H -3.5074 2.9495 4.2338
H -3.9241 2.2906 2.5735
H -2.9278 3.8419 2.7339
P -1.0401 0.2797 -2.4614
P 2.4521 0.2754 -1.0526
N -2.2347 -0.9897 -2.8324
N -1.1874 1.1297 -4.1069
N 2.6129 -1.4994 -0.7397
N 4.1912 0.5174 -1.4568
C 0.4329 -0.7154 -2.9184
C 1.7838 0.0265 -2.7655
C -3.2956 -1.2598 -1.9500
C -4.0852 -2.2520 -2.5149
C -3.5185 -2.5985 -3.7830
C -2.3500 -1.8536 -3.9309
C -1.3824 2.5064 -4.2658
C -1.4964 2.8092 -5.6177
C -1.3743 1.5857 -6.3366
C -1.1057 0.5911 -5.3946
C 2.0714 -2.0002 0.4402
C 2.1896 -3.3617 0.4892
C 2.8406 -3.7541 -0.7147
C 3.0049 -2.6063 -1.4938
C 5.1468 -0.3786 -1.9661
C 6.2105 0.3408 -2.4924
C 5.9441 1.7330 -2.2649
C 4.7045 1.8198 -1.6280
H 0.3519 -1.0358 -3.9739
H 0.3916 -1.6350 -2.3112
H 2.5537 -0.5124 -3.3405
H 1.7113 1.0405 -3.1855
H -3.3507 -0.7265 -1.0073
H -4.9546 -2.6910 -2.0637
H -3.9155 -3.2862 -4.5013
H -1.6038 -1.9020 -4.7093
H -1.4186 3.1515 -3.3954
H -1.6293 3.7939 -6.0562
H -1.4750 1.4316 -7.4043
H -0.8230 -0.4339 -5.5763
H 1.6057 -1.3419 1.1295
H 1.8081 -3.9578 1.3059
H 3.1591 -4.7506 -0.9594
H 3.3714 -2.4899 -2.5043
H 5.0231 -1.4489 -1.8965
H 7.0704 -0.0693 -2.9957
H 6.5718 2.5557 -2.5380
H 4.1519 2.6690 -1.2654
B -1.3481 2.3252 7.7746
C -1.1946 2.4949 6.2320
N -1.1960 2.5893 5.0765
H -0.3737 1.8178 8.3349
H -2.3319 1.6172 7.9669
H -1.5264 3.4745 8.1337